This record from the OMol25 dataset describes a cluster of 4 separate species, C22H33BrN5O2 in total in a non-equilibrium geometry. The level of theory is the ωB97M-V functional and the def2-TZVPD basis.

Properties
- highest occupied orbital energy (Ha) = -0.324
- LUMO energy (eV) = -4.23
- net charge = +1
- Kohn-Sham gap (eV) = 4.58
- F_max (eV Å⁻¹) = 13.4

The geometry in XYZ format:
```
63
C22H33BrN5O2, DFT the ωB97M-V functional and the def2-TZVPD basis
O -2.519 2.246 -3.469
C -2.582 1.525 -2.418
O -3.336 1.961 -1.150
C -1.898 0.084 -2.294
C -2.276 -1.099 -3.274
C -1.515 -2.457 -3.025
N -0.562 -2.597 -1.927
C -0.211 -1.528 -0.978
Br 1.069 -1.846 0.501
C -0.834 -0.088 -1.101
H -3.730 1.084 -0.827
H -3.054 -0.951 -4.101
H -1.752 -3.314 -3.744
H -0.103 -3.512 -1.773
H -0.545 0.764 -0.390
C 2.953 -5.030 -5.192
C 1.630 -5.437 -5.833
C 0.426 -4.715 -5.223
C 0.323 -5.040 -3.757
N 0.244 -5.298 -2.598
H 2.984 -5.291 -4.131
H 3.784 -5.547 -5.677
H 3.119 -3.953 -5.288
H 1.504 -6.520 -5.730
H 1.672 -5.219 -6.904
H -0.494 -5.030 -5.724
H 0.525 -3.633 -5.345
C -3.144 5.104 2.597
C -1.772 5.177 1.934
C -1.853 5.240 0.406
C -2.532 4.005 -0.120
N -3.071 3.022 -0.543
H -3.683 4.195 2.311
H -3.039 5.090 3.684
H -3.758 5.968 2.325
H -1.183 4.306 2.239
H -1.247 6.064 2.300
H -0.848 5.305 -0.022
H -2.415 6.122 0.086
C -1.018 -3.745 3.396
C -0.599 -3.809 4.861
C 0.407 -2.720 5.241
C 1.658 -2.871 4.419
N 2.649 -2.990 3.769
H -0.169 -3.909 2.726
H -1.756 -4.520 3.177
H -1.463 -2.774 3.157
H -0.172 -4.796 5.065
H -1.489 -3.707 5.489
H 0.664 -2.800 6.301
H -0.018 -1.727 5.069
C 4.151 4.472 1.147
C 3.165 3.485 1.763
C 1.762 4.072 1.930
C 1.814 5.273 2.842
N 1.858 6.220 3.562
H 4.293 5.351 1.783
H 5.130 4.002 1.021
H 3.806 4.810 0.165
H 3.549 3.161 2.736
H 3.108 2.597 1.127
H 1.091 3.324 2.361
H 1.354 4.374 0.960
```

Mulliken atomic charge list, values in e, 4 entries:
1. O -0.516
2. C 0.062
3. O -0.052
4. C 0.381